One molecule with the formula C20H31N5O4, computed with ωB97M-V/def2-TZVPD.

Last column: Mulliken charge in e.
Element x y z (Å)
C (-1.736, 2.466, -0.073)  -1.14
N (-0.777, 2.063, -1.094)  0.22
C (0.157, 1.003, -0.721)  -1.15
C (1.549, 1.542, -0.392)  1.43
O (1.477, 2.611, 0.541)  -0.65
C (2.449, 0.480, 0.220)  -1.34
N (1.945, -0.026, 1.477)  -0.02
C (1.242, -1.188, 1.552)  0.42
O (1.021, -1.881, 0.569)  -0.70
C (0.756, -1.562, 2.892)  0.15
C (0.863, -0.926, 4.147)  -0.34
N (0.262, -1.624, 5.093)  -1.14
N (-0.238, -2.706, 4.469)  0.98
C (-0.946, -3.718, 5.240)  -0.95
C (-2.287, -4.086, 4.644)  0.47
C (-2.354, -4.990, 3.388)  -0.80
C (-3.559, -5.711, 4.028)  -0.55
C (-3.104, -5.161, 5.396)  -0.79
C (0.037, -2.709, 3.156)  -0.60
C (-0.974, 2.481, -2.378)  0.82
O (-1.846, 3.284, -2.673)  -0.70
C (-0.076, 1.892, -3.454)  -0.66
C (-0.006, 2.792, -4.692)  -0.04
C (0.732, 4.098, -4.415)  -0.91
C (2.237, 3.875, -4.338)  -0.19
C (2.740, 3.334, -5.670)  -0.46
C (1.916, 2.192, -6.231)  0.26
O (2.365, 1.436, -7.073)  -0.68
N (0.631, 2.081, -5.794)  -0.14
H (-2.312, 3.307, -0.444)  0.35
H (-2.415, 1.639, 0.156)  0.32
H (-1.214, 2.743, 0.842)  0.37
H (-0.248, 0.514, 0.163)  0.38
H (0.224, 0.240, -1.496)  0.26
H (2.036, 1.893, -1.312)  -0.37
H (0.964, 3.322, 0.140)  0.41
H (2.545, -0.363, -0.463)  0.43
H (3.434, 0.917, 0.383)  0.42
H (2.021, 0.557, 2.292)  0.21
H (1.343, 0.003, 4.412)  0.44
H (-0.316, -4.608, 5.325)  0.33
H (-1.066, -3.294, 6.236)  0.31
H (-2.884, -3.183, 4.497)  0.24
H (-2.498, -4.514, 2.419)  0.34
H (-1.482, -5.646, 3.334)  0.30
H (-4.502, -5.266, 3.712)  0.25
H (-3.623, -6.791, 3.911)  0.32
H (-2.443, -5.864, 5.906)  0.29
H (-3.864, -4.822, 6.098)  0.34
H (-0.270, -3.497, 2.491)  0.57
H (0.929, 1.689, -3.088)  0.04
H (-0.499, 0.922, -3.735)  0.36
H (-1.029, 3.029, -4.983)  0.38
H (0.517, 4.800, -5.224)  0.38
H (0.333, 4.536, -3.500)  0.43
H (2.750, 4.807, -4.094)  0.32
H (2.479, 3.173, -3.535)  -0.08
H (2.709, 4.122, -6.428)  0.24
H (3.770, 2.985, -5.625)  0.36
H (0.132, 1.307, -6.207)  0.26

E_LUMO: 0.01833 Ha
Structure (SMILES): CN(C[C@@H](O)CNC(=O)c1cnn(CC2CCC2)c1)C(=O)C[C@H]1CCCC(=O)N1
Gap between HOMO and LUMO: 9.89 eV
Relative energy (zero: lowest compared OMol25 entry of this formula, charge and spin): 0.056 eV

***

One molecule with the formula C2H4N4O2 at a distorted geometry, computed with ωB97M-V/def2-TZVPD.

Last column: Mulliken charge in e.
Element x y z (Å)
N (-0.107, -0.624, -2.365)  -0.51
C (-0.549, 0.034, -1.237)  0.67
O (-0.402, 1.196, -1.027)  -0.50
N (-1.176, -0.920, -0.301)  -0.23
N (-0.904, -0.752, 0.898)  -0.22
C (0.410, -0.146, 1.250)  0.68
N (0.222, 0.710, 2.323)  -0.48
O (1.434, -0.304, 0.664)  -0.50
H (0.582, -0.027, -2.885)  0.28
H (0.191, -1.569, -2.093)  0.28
H (1.021, 1.364, 2.350)  0.26
H (-0.722, 1.037, 2.423)  0.26

E_LUMO: -0.03440 Ha
Structure (SMILES): NC(=O)/N=N\C(N)=O
Gap between HOMO and LUMO: 8.49 eV
Relative energy (zero: lowest compared OMol25 entry of this formula, charge and spin): 0.337 eV

***

A 2-piece molecular cluster, C5H8O2 overall at a distorted geometry, computed with ωB97M-V/def2-TZVPD.

Last column: Mulliken charge in e.
Element x y z (Å)
C (-0.096, 0.693, 1.563)  -0.95
C (-0.856, 0.618, 0.469)  0.54
C (-1.593, -0.616, 0.020)  -0.96
O (-1.056, 1.747, -0.280)  -0.53
H (0.396, 1.626, 1.818)  0.26
H (0.009, -0.155, 2.232)  0.33
H (-2.674, -0.445, 0.079)  0.32
H (-1.354, -0.867, -1.024)  0.30
H (-1.338, -1.480, 0.641)  0.29
H (-1.025, 1.521, -1.221)  0.36
C (2.128, -0.931, -0.552)  -0.93
C (1.617, 0.029, -1.287)  0.85
O (1.161, 0.874, -1.956)  -0.40
H (2.963, -1.500, -0.936)  0.28
H (1.717, -1.114, 0.433)  0.24

E_LUMO: 0.02924 Ha
Structure (SMILES): C=C(C)O.C=C=O
Gap between HOMO and LUMO: 9.89 eV
Relative energy (zero: lowest compared OMol25 entry of this formula, charge and spin): 1.860 eV

***

A 12-piece molecular cluster, C24H50B2BrCl22NO2 overall at a distorted geometry, computed with ωB97M-V/def2-TZVPD.

Last column: Mulliken charge in e.
Element x y z (Å)
N (-0.381, -4.853, -5.510)  -0.25
B (0.836, -5.119, -4.821)  0.88
O (1.664, -6.117, -5.335)  -0.58
B (1.321, -4.239, -3.422)  -0.27
C (0.814, -2.717, -3.305)  -0.29
C (1.492, -1.931, -4.367)  0.43
O (0.998, -1.100, -5.053)  -0.53
Br (3.373, -2.399, -4.626)  -0.20
H (-0.748, -3.924, -5.360)  0.17
H (-0.245, -5.017, -6.503)  0.18
H (2.575, -5.804, -5.284)  0.29
H (2.035, -4.650, -2.556)  -0.26
H (1.001, -2.279, -2.323)  0.31
H (-0.253, -2.667, -3.522)  0.13
Cl (-1.790, 2.234, -0.632)  -0.05
C (-1.050, 2.349, -2.248)  -0.76
C (-0.507, 1.023, -2.709)  -0.32
Cl (0.904, 0.523, -1.737)  -0.20
H (-0.268, 3.104, -2.208)  0.34
H (-1.827, 2.693, -2.929)  0.36
H (-0.172, 1.095, -3.742)  0.43
H (-1.256, 0.237, -2.643)  0.21
Cl (-7.446, 4.853, 0.477)  -0.21
C (-6.201, 3.753, 1.134)  -0.17
C (-4.984, 3.675, 0.252)  -0.05
Cl (-5.325, 2.857, -1.297)  -0.20
H (-6.653, 2.780, 1.268)  0.02
H (-5.919, 4.141, 2.111)  0.33
H (-4.209, 3.097, 0.752)  -0.04
H (-4.586, 4.661, 0.027)  0.29
Cl (-4.762, -5.866, -6.663)  -0.19
C (-4.238, -6.992, -5.385)  -0.44
C (-4.327, -6.376, -4.014)  -0.60
Cl (-3.131, -5.075, -3.795)  -0.06
H (-3.222, -7.306, -5.611)  0.29
H (-4.893, -7.861, -5.439)  0.35
H (-4.118, -7.132, -3.259)  0.28
H (-5.315, -5.962, -3.825)  0.36
Cl (-8.437, -0.781, 5.474)  -0.18
C (-8.995, -0.065, 3.940)  -0.47
C (-7.854, 0.223, 2.999)  -0.42
Cl (-6.808, 1.540, 3.593)  -0.19
H (-9.552, 0.838, 4.175)  0.33
H (-9.671, -0.783, 3.480)  0.31
H (-8.249, 0.540, 2.035)  0.30
H (-7.231, -0.654, 2.848)  0.34
Cl (-0.255, 3.989, 4.151)  -0.18
C (0.350, 4.229, 2.492)  0.04
C (-0.038, 5.563, 1.905)  -0.08
Cl (-1.794, 5.656, 1.599)  -0.17
H (-0.031, 3.418, 1.876)  -0.08
H (1.433, 4.146, 2.542)  0.13
H (0.461, 5.690, 0.946)  0.04
H (0.234, 6.391, 2.551)  0.29
Cl (-0.015, -5.559, 0.488)  -0.18
C (-1.371, -4.520, 1.009)  -0.13
C (-2.246, -4.122, -0.150)  -0.64
Cl (-1.403, -3.024, -1.272)  -0.04
H (-0.956, -3.650, 1.510)  0.02
H (-1.956, -5.090, 1.728)  0.36
H (-3.125, -3.592, 0.217)  0.30
H (-2.576, -4.985, -0.723)  0.34
Cl (-0.783, -0.885, 0.849)  0.03
C (-0.708, 0.324, 2.155)  -0.33
C (-0.342, -0.290, 3.480)  -0.50
Cl (-1.632, -1.355, 4.104)  -0.21
H (-1.672, 0.825, 2.201)  0.25
H (0.047, 1.056, 1.869)  0.07
H (-0.191, 0.496, 4.218)  0.32
H (0.567, -0.880, 3.404)  0.35
Cl (2.197, 6.400, 4.497)  -0.08
C (2.359, 7.355, 5.994)  -0.55
C (2.653, 6.488, 7.190)  -0.42
Cl (1.271, 5.454, 7.625)  -0.17
H (1.441, 7.921, 6.128)  0.31
H (3.178, 8.056, 5.838)  0.30
H (2.865, 7.119, 8.052)  0.31
H (3.510, 5.844, 7.010)  0.31
Cl (3.652, -3.982, -1.016)  -0.07
C (5.063, -5.046, -0.773)  -0.63
C (6.243, -4.619, -1.602)  -0.03
Cl (5.974, -4.870, -3.349)  -0.18
H (4.760, -6.064, -1.004)  0.35
H (5.324, -4.993, 0.283)  0.31
H (7.116, -5.207, -1.330)  0.33
H (6.474, -3.569, -1.447)  -0.11
Cl (3.540, 5.371, 1.254)  -0.13
C (4.235, 5.712, -0.353)  -0.51
C (3.833, 7.072, -0.859)  -0.45
Cl (2.092, 7.155, -1.236)  -0.18
H (3.915, 4.926, -1.031)  0.30
H (5.318, 5.661, -0.250)  0.34
H (4.371, 7.293, -1.779)  0.32
H (4.055, 7.848, -0.131)  0.31
Cl (8.350, -3.106, 1.003)  -0.17
C (7.759, -1.444, 1.274)  -0.44
C (7.121, -0.855, 0.043)  -0.23
Cl (8.307, -0.555, -1.253)  -0.18
H (8.600, -0.846, 1.616)  0.36
H (7.021, -1.495, 2.074)  0.29
H (6.669, 0.104, 0.292)  0.32
H (6.348, -1.507, -0.356)  0.10

E_LUMO: 0.00021 Ha
Structure (SMILES): NB(O)BCC(=O)Br.ClCCCl.ClCCCl.ClCCCl.ClCCCl.ClCCCl.ClCCCl.ClCCCl.ClCCCl.ClCCCl.ClCCCl.ClCCCl
Gap between HOMO and LUMO: 9.34 eV

***

C4H8N2S as an isolated structure at a distorted geometry, computed with ωB97M-V/def2-TZVPD.

Last column: Mulliken charge in e.
Element x y z (Å)
C (-1.551, -0.123, -0.404)  0.35
C (1.054, -1.362, 0.541)  -0.87
C (0.231, 1.625, -0.466)  -1.17
C (-0.252, 0.248, -0.764)  0.02
N (-2.307, -1.161, -0.669)  -0.59
N (-3.468, -0.701, -0.103)  -0.09
S (-2.751, 0.731, 0.607)  -0.14
H (1.363, -0.718, 1.341)  0.28
H (1.788, -1.625, -0.189)  0.30
H (0.277, -2.068, 0.752)  0.31
H (1.293, 1.642, -0.228)  0.32
H (-0.327, 2.055, 0.364)  0.37
H (0.079, 2.253, -1.347)  0.30
H (0.145, -0.249, -1.636)  0.35
H (-4.002, -1.353, 0.461)  0.25

E_LUMO (alpha / beta): -0.00236 / 0.00907 Ha
Gap between HOMO and LUMO (alpha / beta): 7.95 / 7.90 eV
Relative energy (zero: lowest compared OMol25 entry of this formula, charge and spin): 5.489 eV

***

C47H42BBr2FN11O4SY as an isolated structure at a distorted geometry, computed with ωB97M-V/def2-TZVPD.

Last column: Mulliken charge in e.
Element x y z (Å)
Y (0.442, -0.034, -2.141)  -0.40
F (-3.788, -0.041, 3.401)  -0.37
C (-2.680, -0.824, 3.332)  0.31
C (-1.882, -0.761, 2.218)  -0.37
C (-0.699, -1.495, 2.169)  0.84
C (0.150, -1.364, 0.979)  1.18
O (-0.259, -0.725, 0.000)  -0.43
C (1.430, -2.008, 1.084)  0.35
C (1.696, -2.806, 2.141)  -0.70
N (0.832, -3.036, 3.174)  0.30
C (1.164, -3.989, 4.189)  -0.40
C (0.367, -5.263, 4.270)  -0.42
C (1.784, -5.291, 3.790)  -0.99
C (-0.343, -2.332, 3.243)  -0.34
C (-1.207, -2.420, 4.342)  -1.04
C (-2.369, -1.665, 4.405)  -0.99
N (-3.198, -1.807, 5.549)  0.28
C (-4.606, -1.517, 5.418)  -0.64
C (-5.352, -2.269, 6.517)  -0.97
N (-4.837, -1.788, 7.832)  -0.12
C (-3.379, -2.062, 7.942)  -0.71
C (-2.670, -1.326, 6.804)  -0.58
C (2.522, -1.830, -0.014)  -0.31
O (3.599, -2.363, 0.221)  -0.82
O (2.180, -1.166, -1.019)  -0.47
H (-2.140, -0.138, 1.374)  0.69
H (2.657, -3.300, 2.181)  0.80
H (1.496, -3.531, 5.118)  0.49
H (-0.408, -5.404, 3.534)  0.22
H (0.135, -5.671, 5.243)  0.31
H (1.957, -5.478, 2.743)  0.35
H (2.538, -5.711, 4.437)  0.25
H (-0.977, -3.083, 5.159)  0.72
H (-4.950, -1.867, 4.446)  0.52
H (-4.839, -0.442, 5.491)  0.41
H (-5.156, -3.340, 6.442)  0.37
H (-6.425, -2.086, 6.454)  0.42
H (-5.352, -2.216, 8.608)  0.36
H (-4.975, -0.768, 7.868)  0.40
H (-3.225, -3.138, 7.837)  0.37
H (-3.012, -1.734, 8.916)  0.39
H (-1.601, -1.531, 6.843)  0.48
H (-2.809, -0.237, 6.931)  0.20
Br (4.036, 0.189, -5.850)  -0.21
C (3.016, -1.372, -5.521)  -0.27
C (3.171, -2.505, -6.301)  -0.39
C (2.379, -3.603, -6.054)  0.13
Br (2.556, -5.121, -7.199)  -0.28
C (1.446, -3.624, -5.001)  0.59
C (0.603, -4.709, -4.677)  -0.90
C (-0.251, -4.604, -3.611)  -1.24
C (-0.286, -3.413, -2.874)  -0.41
N (0.455, -2.371, -3.171)  0.80
C (1.316, -2.453, -4.202)  -0.27
C (2.087, -1.260, -4.478)  0.48
O (1.909, -0.179, -3.834)  1.03
H (3.892, -2.521, -7.106)  0.45
H (0.619, -5.600, -5.290)  0.33
H (-0.902, -5.421, -3.341)  0.41
H (-0.980, -3.296, -2.050)  0.51
S (-0.767, 2.128, -0.837)  -0.46
C (-0.107, 3.190, -2.064)  -0.14
N (0.290, 4.412, -1.785)  -0.60
N (0.204, 4.787, -0.529)  0.56
C (0.580, 6.022, -0.087)  0.59
C (1.114, 6.975, -0.962)  -0.31
C (1.463, 8.223, -0.488)  -0.61
C (1.286, 8.548, 0.851)  -0.49
C (0.749, 7.605, 1.718)  -0.55
C (0.402, 6.350, 1.261)  -0.45
N (-0.023, 2.899, -3.373)  -0.52
N (-0.173, 1.694, -3.779)  0.75
C (-0.257, 1.558, -5.161)  0.59
C (-0.088, 2.642, -6.033)  -0.47
C (-0.309, 2.482, -7.384)  -0.77
C (-0.677, 1.245, -7.894)  -0.49
C (-0.787, 0.152, -7.046)  -0.81
C (-0.584, 0.302, -5.687)  -0.11
H (-0.188, 4.085, 0.118)  0.05
H (1.229, 6.704, -2.001)  0.41
H (1.878, 8.953, -1.169)  0.36
H (1.570, 9.525, 1.216)  0.37
H (0.599, 7.853, 2.760)  0.35
H (-0.019, 5.614, 1.932)  0.37
H (0.199, 3.596, -5.615)  0.44
H (-0.203, 3.327, -8.049)  0.38
H (-0.884, 1.131, -8.948)  0.40
H (-1.056, -0.816, -7.443)  0.42
H (-0.713, -0.538, -5.014)  0.28
B (-4.239, -1.378, -2.579)  0.63
C (-2.778, -0.886, -2.541)  0.18
N (-1.650, -0.602, -2.525)  -1.01
H (-4.256, -2.272, -3.390)  -0.16
H (-4.953, -0.471, -2.903)  -0.15
H (-4.496, -1.782, -1.468)  -0.18
N (4.055, 2.806, -1.999)  -0.01
C (3.050, 2.092, -2.557)  -1.04
N (2.204, 1.624, -1.681)  1.45
C (2.666, 2.047, -0.455)  -0.08
C (2.152, 1.854, 0.823)  0.13
C (2.833, 2.426, 1.875)  -1.07
C (4.001, 3.166, 1.677)  -0.61
C (4.529, 3.363, 0.418)  -1.08
C (3.845, 2.800, -0.644)  0.35
H (4.822, 3.234, -2.492)  0.26
H (2.964, 1.936, -3.616)  0.45
H (1.246, 1.284, 0.962)  0.42
H (2.462, 2.303, 2.882)  0.46
H (4.503, 3.592, 2.530)  0.40
H (5.435, 3.929, 0.265)  0.44

E_LUMO (alpha / beta): -0.07553 / -0.07553 Ha
Gap between HOMO and LUMO (alpha / beta): 3.95 / 3.95 eV
Relative energy (zero: lowest compared OMol25 entry of this formula, charge and spin): 0.390 eV